A molecular structure, C16H30IN4OSiYb. Source: the Open Molecules 2025 dataset; level of theory: the ωB97M-V functional and the def2-TZVPD basis.

```
54
Properties=species:S:1:pos:R:3:mulliken_charge:R:1
C 0.97897 -0.28304 -4.20310 -1.5401
I -0.64246 2.69508 -3.31950 -0.6727
H -0.03003 -0.61727 -4.43953 0.3555
H 1.85633 -0.91595 -4.25521 0.3166
H 0.93710 0.78248 -4.61405 0.2714
C -0.08249 3.18350 -0.08790 -0.6989
C -1.22447 2.56983 -0.34912 -0.4962
N -0.90455 1.35237 -0.89165 0.6510
C 0.46637 1.27982 -1.07017 -0.5835
N 0.92788 2.41732 -0.56572 1.0516
H 0.07441 4.12049 0.44790 0.4192
H -2.25878 2.86310 -0.16449 0.5332
C 1.44343 -2.74521 0.03462 -0.8355
C 1.24621 -1.18411 -1.55153 -0.9250
N 1.92329 -1.52936 -0.39576 0.6972
H 0.11759 -4.14259 -1.00362 0.7314
N 0.61814 -2.31784 -1.95083 0.2039
H 1.76469 -3.15021 0.98700 0.3930
Yb -0.58593 -0.72935 -0.20685 0.7750
C 1.24671 0.34928 -2.01044 -0.0846
O 2.36442 0.79725 -2.39867 -0.7444
C 0.63789 -3.24648 -0.92051 -0.6081
C -0.07841 -2.65365 -3.22059 -0.9638
H -1.07564 -2.20875 -3.22084 0.4016
H -0.10890 -3.73481 -3.28447 0.3566
H 0.54708 -2.34239 -4.06169 0.3607
C 2.83978 -0.73313 0.40814 -0.9229
H 3.54104 -1.43395 0.85534 0.3826
H 2.28254 -0.23810 1.20735 0.1398
H 3.37686 -0.03121 -0.23032 0.3002
C 2.31387 2.79926 -0.32942 -1.0227
H 2.41543 3.89649 -0.24262 0.3718
H 2.94308 2.46170 -1.15182 0.3356
H 2.70864 2.38934 0.61748 0.2298
C -1.81896 0.51901 -1.66970 -1.3353
H -1.29565 -0.34201 -2.17921 0.5045
H -2.29070 1.06807 -2.47833 0.4173
H -2.65278 0.16979 -1.03001 -0.0198
C -2.16965 1.61143 2.97534 -0.9762
Si -1.43274 -0.10174 3.19046 -0.2854
C -1.17776 -0.37655 5.04630 -1.0861
C -2.61917 -1.38952 2.49346 -0.2985
C 0.20129 -0.21972 2.19971 -0.6956
H -2.67185 1.90520 3.89811 0.3447
H -2.90106 1.62438 2.16680 0.2346
H -1.39127 2.34116 2.75035 0.2428
H -2.11535 -0.17711 5.58267 0.2848
H -0.86620 -1.40726 5.26224 0.3172
H -0.40782 0.30651 5.43087 0.2327
H -3.24578 -0.96995 1.69760 0.1604
H -2.10036 -2.28435 2.12890 0.0194
H -3.28903 -1.70436 3.30031 0.4818
H 0.78554 0.73612 2.25151 0.0979
H 0.87918 -1.02901 2.56520 0.1790
```

Calculated values
Energy above the lowest of the compared OMol25 structures with the same formula, charge and spin: 0.7 kcal per mole
Spin multiplicity: 2
Highest occupied orbital energy (alpha / beta): 2.11 / 2.06 eV
Orbital gap (alpha / beta): 2.71 / 2.74 eV
Total energy: -72583.0199 eV
Total charge: -2
⟨S²⟩: 0.76